C4H11N3 | ωB97M-V/def2-TZVPD

XYZ file:
```
18
Properties=species:S:1:pos:R:3:forces:R:3
C -0.4707 -1.4392 -1.9197 0.59 -2.36 -2.76
C -1.2999 -0.6999 -0.9232 -0.35 0.94 2.00
C -0.4660 -0.7060 0.4260 -0.78 0.62 -1.09
N 0.7696 0.0552 0.3413 0.31 1.35 0.85
C 0.9923 1.2396 1.0472 -0.35 -0.93 -1.17
N -0.1981 1.7984 1.6376 1.76 -0.28 1.52
N 2.0751 1.8676 1.1986 -0.31 1.55 0.44
H -0.8760 -2.2165 -2.6645 -0.49 1.06 1.38
H -0.0022 -0.7889 -2.6605 0.21 0.39 0.39
H 0.3464 -2.0517 -1.4836 -0.37 0.58 0.16
H -1.4996 0.3369 -1.2480 0.60 -0.23 0.17
H -2.3361 -0.9773 -0.6337 0.67 -0.91 -0.57
H -0.2658 -1.7417 0.6992 0.12 -0.11 -0.09
H -1.0788 -0.2907 1.2308 0.22 -0.02 -0.26
H 1.5466 -0.1300 -0.2724 -0.32 -0.73 -0.04
H -0.4386 1.1559 2.4022 -0.51 0.20 -0.30
H 0.2881 2.5539 2.1496 -0.86 0.07 -0.30
H 2.9138 2.0342 0.6731 -0.13 -1.19 -0.34
```
Forces are in eV/Å.

Properties
E_LUMO (eV): 1.0
Molecular weight (g/mol): 101.15
E_HOMO (eV): -8.62